C22H46Cl5CsF2LiNaO12P | the ωB97M-V functional and the def2-TZVPD basis

## Properties
- Gap between HOMO and LUMO: 0.047 Eh
- E_HOMO: -2.757 eV
- LUMO level: -1.49 eV
- Total energy: -130617.3146 eV
- Strongest force on any atom: 9.3 eV/Å

The geometry in ORCA input format:
```
! wB97M-V def2-TZVPD RIJCOSX def2/J DEFGRID3
* xyz -1 1
C 3.92724 -1.33264 -2.32532
C 3.48379 -0.89454 -3.80304
O 2.13878 -0.39100 -3.91079
C 1.74658 0.40146 -2.75861
C 0.50673 1.37689 -3.01947
O -0.57782 0.77541 -3.80031
C -1.67849 1.69367 -3.65963
C -2.64558 1.10996 -2.49609
C -4.05529 0.77293 -3.20039
C -5.32354 0.83153 -2.21443
C -6.19422 -0.51670 -2.50990
O -7.63184 -0.28026 -2.39717
C -8.27436 -1.23782 -3.25901
O -9.15645 -2.01428 -2.80180
H 3.09549 -1.95199 -1.81397
H 4.93642 -1.93047 -2.29510
H 4.09926 -0.39625 -1.63287
H 4.28610 -0.20492 -4.24932
H 3.51559 -1.85750 -4.44702
H 1.42853 -0.30186 -1.89627
H 2.63132 1.08519 -2.44523
H 0.80164 2.36316 -3.52819
H 0.06472 1.62920 -1.97702
H -2.23078 1.78290 -4.66194
H -2.16356 0.09891 -2.16280
H -2.72757 1.80357 -1.58787
H -4.26526 1.52292 -4.05288
H -3.91877 -0.25803 -3.70344
H -5.05999 0.81174 -1.09839
H -5.91248 1.78744 -2.44913
H -5.81506 -1.28844 -1.73765
H -5.98670 -0.85841 -3.59506
H -7.98393 -1.28154 -4.37777
C 3.57979 -6.50143 -1.34530
C 4.86910 -5.76917 -1.01824
O 4.67652 -4.60906 -0.21537
C 4.10623 -4.81650 1.06614
C 4.94876 -5.71089 1.96587
H 2.85328 -5.82176 -1.79743
H 3.77418 -7.32434 -2.03698
H 3.11823 -6.92304 -0.44864
H 5.32281 -5.42430 -1.95131
H 5.59579 -6.44039 -0.54902
H 3.08751 -5.20037 0.97251
H 4.02569 -3.82951 1.53458
H 5.00950 -6.73312 1.57621
H 4.51243 -5.76172 2.97029
H 5.97407 -5.32883 2.04259
Li 5.32825 -3.54288 2.86257
C -6.54796 5.33400 -2.58414
Cl -6.94981 6.24663 -4.05503
Cl -4.78275 5.22227 -2.42080
Cl -7.21907 6.16922 -1.16708
Cl -7.24325 3.70290 -2.69218
C 0.85221 -3.22855 8.64603
C 1.29851 -4.61235 8.20918
O 0.55458 -5.04605 7.05406
C 0.95910 -4.54528 5.88317
O 1.88177 -3.78038 5.71172
O 0.14369 -5.02290 4.91852
C 0.41802 -4.50038 3.62288
H -0.23113 -3.20221 8.79273
H 1.34443 -2.94185 9.57777
H 1.08897 -2.47760 7.88638
H 1.09197 -5.33334 9.00770
H 2.37305 -4.64814 8.01705
H 1.47028 -4.62979 3.35688
H 0.13730 -3.44545 3.57905
H -0.18957 -5.05149 2.90329
Cs 5.92375 -0.85660 -0.66737
C -1.34980 5.53950 -1.04934
O -1.00315 6.78661 -1.63784
P 0.13618 7.77958 -0.81421
O 1.02535 6.60563 -0.43595
O -0.98682 8.06106 0.36504
C -2.17920 8.73656 -0.02843
O 1.24078 8.87330 -0.07873
C 0.77557 10.04304 0.57460
H -2.31292 5.23472 -1.46644
H -0.60231 4.78887 -1.30777
H -1.44467 5.62041 0.03512
H -3.00613 8.02294 -0.04670
H -2.07742 9.19246 -1.01748
H -2.40136 9.51905 0.69925
H 0.37189 9.78346 1.55672
H 0.02390 10.55762 -0.02492
H 1.62475 10.71202 0.72767
F 2.09167 -6.54330 10.09746
Na 5.58458 -7.48601 3.56804
F -2.04048 -1.48656 -1.65597
Cl 4.17479 3.24058 -1.40622
*
```

These are the Löwdin partial charges, in e, on atoms 1 to 8: -0.362, -0.236, -0.164, -0.167, -0.132, -0.118, 0.078, -0.146


C24H27N3O4S | the ωB97M-V functional and the def2-TZVPD basis

## Properties
- Gap between HOMO and LUMO: 0.309 Eh
- E_HOMO: -8.072 eV
- LUMO level: 0.34 eV
- Total energy: -48823.4465 eV
- SMILES string: CCOc1cc2[nH]c(=S)n(CCC(=O)N3CCc4ccccc4C3)c(=O)c2cc1OCC
- Strongest force on any atom: 0.9 eV/Å
- ΔE to the lowest compared entry with this formula, charge and spin: 3.3 kcal/mol

The geometry in ORCA input format:
```
! wB97M-V def2-TZVPD RIJCOSX def2/J DEFGRID3
* xyz 0 1
C -7.84004 -1.14501 0.79544
C -7.39035 -1.54892 -0.60324
H -7.97652 -2.40276 -0.95463
H -7.51235 -0.71945 -1.30320
O -6.05730 -2.03831 -0.61945
C -4.98714 -1.26090 -0.34392
C -3.85131 -1.98234 0.00806
C -2.64654 -1.35338 0.28404
C -2.56921 0.03809 0.21631
C -3.70153 0.76879 -0.14190
C -4.90544 0.15606 -0.43270
O -6.02196 0.83228 -0.83549
C -6.04744 2.24804 -0.79349
C -6.17625 2.79844 0.62284
H -5.32064 2.51742 1.23188
H -6.23735 3.88220 0.58527
H -7.07842 2.41257 1.09198
H -6.93580 2.50893 -1.37555
H -5.16979 2.66566 -1.29928
H -3.58091 1.83844 -0.19413
C -1.31563 0.72657 0.51023
O -1.17164 1.92929 0.45047
N -0.25371 -0.10359 0.87968
C -0.32201 -1.46666 0.91459
N -1.51523 -2.05066 0.62744
H -1.53662 -3.06111 0.66904
S 0.96135 -2.43894 1.27560
C 1.00533 0.53698 1.22477
C 1.99303 0.50030 0.06103
C 3.30366 1.14597 0.48829
O 3.41676 1.73182 1.54784
N 4.32873 1.05568 -0.39094
C 4.35231 0.27429 -1.60353
H 4.92691 0.83460 -2.35016
C 5.04852 -1.05722 -1.32053
C 6.39987 -0.80756 -0.70742
C 7.38566 -1.78550 -0.76384
C 8.63077 -1.57188 -0.20478
C 8.90592 -0.36565 0.41854
C 7.93138 0.61141 0.48173
C 6.67442 0.40089 -0.07285
C 5.64568 1.49917 0.01340
H 5.95781 2.33965 -0.62317
H 5.56428 1.86469 1.04072
H 8.13860 1.55285 0.96986
H 9.87700 -0.18945 0.85651
H 9.38581 -2.34213 -0.25605
H 7.16688 -2.72365 -1.25396
H 4.44113 -1.64337 -0.62342
H 5.15257 -1.63646 -2.24003
H 3.34721 0.12236 -1.99294
H 1.57753 1.04255 -0.79174
H 2.16796 -0.53883 -0.22230
H 1.43888 0.02255 2.08473
H 0.78847 1.57128 1.49422
H -3.93576 -3.05635 0.05799
H -7.70295 -1.97307 1.48712
H -8.89113 -0.87168 0.77466
H -7.26345 -0.29499 1.15037
*
```

These are the Löwdin partial charges, in e, on atoms 1 to 8: -0.052, -0.224, 0.125, 0.114, -0.023, -0.177, 0.077, -0.179


C2H3N3O2S | the ωB97M-V functional and the def2-TZVPD basis

## Properties
- Gap between HOMO and LUMO: 0.292 Eh
- E_HOMO: -10.448 eV
- LUMO level: -2.50 eV
- Total energy: -21516.8034 eV
- Strongest force on any atom: 5.8 eV/Å
- ΔE to the lowest compared entry with this formula, charge and spin: 131.7 kcal/mol

The geometry in ORCA input format:
```
! wB97M-V def2-TZVPD RIJCOSX def2/J DEFGRID3
* xyz 0 1
C -1.12609 -1.43864 -0.13236
C 2.02238 0.15702 -0.10133
N -1.21393 -2.58321 -0.18679
N -0.98246 -0.15182 -0.03563
N -1.87723 0.79839 0.34992
O -2.88840 0.38743 0.85545
O -1.55224 1.93810 0.17767
S 0.71203 0.71415 -1.18795
H 2.94505 0.43240 -0.61474
H 1.98731 -0.92280 0.02036
H 1.97359 0.66897 0.85539
*
```

These are the Löwdin partial charges, in e, on atoms 1 to 8: -0.361, -0.443, 0.181, -0.072, -0.479, 0.108, 0.044, 0.902


C4H9NO2S | the ωB97M-V functional and the def2-TZVPD basis

## Properties
- Gap between HOMO and LUMO: 0.328 Eh
- E_HOMO: -9.860 eV
- LUMO level: -0.94 eV
- Total energy: -20710.5033 eV
- SMILES string: CC(C)(C)SON=O
- Strongest force on any atom: 3.0 eV/Å
- ΔE to the lowest compared entry with this formula, charge and spin: 104.5 kcal/mol

The geometry in ORCA input format:
```
! wB97M-V def2-TZVPD RIJCOSX def2/J DEFGRID3
* xyz 0 1
C 0.15294 -0.67888 -1.11153
C 1.51703 1.24699 -0.25885
C 0.64713 -0.49261 1.35062
C 0.38961 0.26431 0.05624
N -2.99926 -0.53967 0.35596
O -3.90877 -1.22067 -0.03376
O -2.57851 0.38486 -0.48627
S -1.06275 1.37178 0.32464
H -0.59342 -1.43033 -0.86406
H -0.18105 -0.13504 -1.99165
H 1.08408 -1.19083 -1.35090
H 1.58281 2.02133 0.50540
H 1.34561 1.72561 -1.22103
H 2.46857 0.71955 -0.29435
H 0.80319 0.20060 2.17449
H -0.20012 -1.13008 1.59436
H 1.53291 -1.11693 1.25068
*
```

These are the Löwdin partial charges, in e, on atoms 1 to 8: -0.097, -0.125, -0.118, -0.878, -0.209, 0.009, -0.337, 1.009


C6H9P | the ωB97M-V functional and the def2-TZVPD basis

## Properties
- Gap between HOMO and LUMO: 0.344 Eh
- E_HOMO: -8.395 eV
- LUMO level: 0.97 eV
- Total energy: -15654.3957 eV
- SMILES string: CC1=CP2C[C@H]2C1
- Strongest force on any atom: 4.0 eV/Å
- ΔE to the lowest compared entry with this formula, charge and spin: 31.2 kcal/mol

The geometry in ORCA input format:
```
! wB97M-V def2-TZVPD RIJCOSX def2/J DEFGRID3
* xyz 0 1
C -0.66203 1.54586 0.15642
C 0.35252 0.66330 0.16495
C 0.03950 -0.73663 0.57791
C -2.09335 -0.64808 -0.80262
C -1.55520 -0.85734 0.57431
C 1.77400 0.87349 0.02561
P -2.33624 0.79917 0.29539
H -0.67310 2.56233 0.05616
H 0.53228 -1.40904 -0.06732
H 0.32162 -1.08061 1.60878
H -1.38856 -0.57318 -1.76811
H -2.96693 -1.07609 -1.10170
H -2.09060 -1.53960 1.26523
H 2.39436 -0.00684 -0.36663
H 2.25067 1.12635 1.12537
H 1.90900 1.76788 -0.63969
*
```

These are the Löwdin partial charges, in e, on atoms 1 to 8: -0.238, -0.437, -0.172, -0.371, -0.443, -0.097, 0.950, 0.022


- Among the records above, which one has the highest total energy?
  C6H9P


- Which value of gap between HOMO and LUMO does entry 2 give?
  0.309 Eh


- LUMO level of number 5 (C6H9P)?
  0.97 eV


What did the third record say?
C2H3N3O2S | the ωB97M-V functional and the def2-TZVPD basis

## Properties
- Gap between HOMO and LUMO: 0.292 Eh
- E_HOMO: -10.448 eV
- LUMO level: -2.50 eV
- Total energy: -21516.8034 eV
- Strongest force on any atom: 5.8 eV/Å
- ΔE to the lowest compared entry with this formula, charge and spin: 131.7 kcal/mol

The geometry in ORCA input format:
```
! wB97M-V def2-TZVPD RIJCOSX def2/J DEFGRID3
* xyz 0 1
C -1.12609 -1.43864 -0.13236
C 2.02238 0.15702 -0.10133
N -1.21393 -2.58321 -0.18679
N -0.98246 -0.15182 -0.03563
N -1.87723 0.79839 0.34992
O -2.88840 0.38743 0.85545
O -1.55224 1.93810 0.17767
S 0.71203 0.71415 -1.18795
H 2.94505 0.43240 -0.61474
H 1.98731 -0.92280 0.02036
H 1.97359 0.66897 0.85539
*
```

These are the Löwdin partial charges, in e, on atoms 1 to 8: -0.361, -0.443, 0.181, -0.072, -0.479, 0.108, 0.044, 0.902